Record 1
Molecular formula: C24H71N13O9
Method: DFT, ωB97M-V with the def2-TZVPD basis set

Values from the calculation:
Largest force on an atom = 0.03267 hartree/bohr
Energy above the lowest of the compared OMol25 structures with the same formula, charge and spin = 2.4 kcal per mole
LUMO level = 0.01203 Ha
SMILES = COC[C@H](C)N.COC[C@H](C)N.COC[C@H](C)N.COC[C@H](C)N.COC[C@H](C)N.NC(N)=O.NC(N)=O.NC(N)=O.NC(N)=O
Orbital gap = 9.31 eV

Each line ends with the Löwdin charge.
Geometry (Å):
C (0.051, -3.285, 1.624)  -0.10
O (-0.268, -2.809, 2.912)  -0.18
C (-0.173, -1.407, 3.001)  -0.23
C (-0.277, -0.934, 4.425)  -0.43
C (-0.045, 0.567, 4.465)  -0.08
N (0.761, -1.596, 5.280)  0.05
H (1.019, -2.913, 1.264)  0.08
H (-0.720, -2.891, 0.945)  0.07
H (0.086, -4.370, 1.605)  0.09
H (0.832, -1.106, 2.671)  0.13
H (-0.985, -0.984, 2.394)  0.13
H (-1.275, -1.110, 4.846)  0.14
H (-0.661, 1.110, 3.745)  0.07
H (0.998, 0.860, 4.314)  0.07
H (-0.278, 0.950, 5.464)  0.08
H (0.756, -1.024, 6.128)  0.06
H (0.319, -2.439, 5.649)  0.07
C (2.211, 3.744, 4.314)  -0.11
O (2.929, 3.471, 3.130)  -0.20
C (4.324, 3.527, 3.325)  -0.24
C (5.039, 2.961, 2.106)  -0.45
C (4.676, 1.495, 1.907)  -0.05
N (6.493, 3.121, 2.189)  0.03
H (2.582, 3.127, 5.135)  0.09
H (1.145, 3.601, 4.136)  0.07
H (2.266, 4.819, 4.547)  0.09
H (4.587, 4.584, 3.495)  0.13
H (4.623, 2.981, 4.235)  0.13
H (4.651, 3.541, 1.263)  0.14
H (3.620, 1.326, 2.132)  0.07
H (5.234, 0.915, 2.645)  0.09
H (4.786, 1.172, 0.874)  0.07
H (6.856, 2.545, 2.952)  0.07
H (6.662, 4.036, 2.621)  0.07
C (-3.788, -6.178, -3.439)  -0.11
O (-2.612, -5.420, -3.275)  -0.20
C (-1.936, -5.129, -4.480)  -0.22
C (-0.569, -4.553, -4.202)  -0.44
C (0.205, -5.315, -3.118)  -0.06
N (-0.580, -3.106, -3.969)  0.07
H (-3.562, -7.251, -3.441)  0.09
H (-4.280, -5.953, -4.392)  0.09
H (-4.441, -5.930, -2.606)  0.09
H (-1.807, -6.077, -5.031)  0.13
H (-2.517, -4.475, -5.141)  0.13
H (0.009, -4.791, -5.109)  0.13
H (0.319, -6.389, -3.321)  0.08
H (-0.389, -5.395, -2.197)  0.07
H (1.170, -4.866, -2.898)  0.06
H (-1.163, -2.942, -3.149)  0.06
H (0.360, -2.863, -3.672)  0.02
C (-3.092, -2.235, -0.833)  -0.11
O (-3.232, -1.395, -1.955)  -0.22
C (-3.673, -0.074, -1.620)  -0.20
C (-4.298, 0.526, -2.863)  -0.41
C (-3.231, 0.692, -3.924)  -0.05
N (-4.798, 1.880, -2.460)  0.03
H (-2.556, -1.725, -0.028)  0.08
H (-2.523, -3.111, -1.142)  0.08
H (-4.082, -2.576, -0.508)  0.09
H (-4.387, -0.229, -0.797)  0.13
H (-2.843, 0.534, -1.255)  0.10
H (-5.153, -0.077, -3.174)  0.14
H (-2.526, 1.467, -3.607)  0.07
H (-3.585, 0.929, -4.927)  0.08
H (-2.632, -0.219, -3.998)  0.08
H (-5.675, 1.747, -1.961)  0.07
H (-5.078, 2.377, -3.302)  0.07
C (-3.815, 4.835, 5.153)  -0.10
O (-3.346, 5.458, 3.971)  -0.18
C (-3.551, 4.682, 2.823)  -0.24
C (-2.418, 3.709, 2.511)  -0.42
C (-1.274, 4.450, 1.793)  -0.05
N (-2.985, 2.682, 1.611)  0.05
H (-3.333, 3.861, 5.265)  0.08
H (-4.902, 4.698, 5.135)  0.09
H (-3.580, 5.515, 5.968)  0.09
H (-4.463, 4.067, 2.928)  0.12
H (-3.816, 5.295, 1.953)  0.13
H (-2.060, 3.276, 3.446)  0.12
H (-1.633, 4.710, 0.795)  0.06
H (-0.411, 3.803, 1.625)  0.07
H (-1.050, 5.364, 2.347)  0.08
H (-2.191, 2.228, 1.169)  0.04
H (-3.414, 3.193, 0.843)  0.05
N (-0.029, 3.528, -2.472)  0.18
C (-1.136, 3.322, -1.705)  -0.65
N (-2.146, 4.230, -1.826)  0.17
O (-1.220, 2.345, -0.964)  -0.03
H (0.156, 4.399, -2.934)  0.10
H (0.726, 2.889, -2.296)  0.11
H (-2.142, 4.858, -2.611)  0.10
H (-3.040, 3.939, -1.466)  0.09
N (4.002, -3.489, -0.943)  0.16
C (5.187, -2.849, -0.662)  -0.71
N (5.021, -1.617, -0.108)  0.16
O (6.272, -3.374, -0.852)  0.00
H (3.109, -3.028, -0.903)  0.07
H (4.107, -4.462, -1.157)  0.10
H (5.835, -1.055, 0.060)  0.09
H (4.106, -1.191, -0.062)  0.04
N (4.360, -1.517, -3.671)  0.18
C (3.189, -2.088, -4.067)  -0.65
N (3.283, -3.384, -4.491)  0.17
O (2.114, -1.492, -4.050)  -0.01
H (5.145, -2.090, -3.409)  0.09
H (4.353, -0.565, -3.360)  0.11
H (4.170, -3.834, -4.619)  0.10
H (2.451, -3.788, -4.880)  0.09
N (0.460, -0.836, -1.655)  0.19
C (1.222, -0.410, -0.578)  -0.63
N (0.680, 0.622, 0.125)  0.18
O (2.271, -0.947, -0.221)  -0.02
H (-0.328, -0.235, -1.843)  0.08
H (1.013, -1.186, -2.432)  0.05
H (-0.155, 1.150, -0.092)  0.05
H (1.327, 0.865, 0.859)  0.10

---

Record 2
Molecular formula: C24H72N13O7P4
Method: DFT, ωB97M-V with the def2-TZVPD basis set

Values from the calculation:
Largest force on an atom = 0.03543 hartree/bohr
Energy above the lowest of the compared OMol25 structures with the same formula, charge and spin = 15.2 kcal per mole
LUMO level = 0.08500 Ha
Orbital gap = 6.75 eV
Total charge = -1

Each line ends with the Löwdin charge.
Geometry (Å):
N (-6.742, -13.512, -11.143)  -0.63
O (-7.419, -12.651, -10.531)  -0.09
O (-5.487, -13.428, -11.144)  -0.12
O (-7.339, -14.445, -11.728)  -0.07
O (-2.368, -7.182, -12.560)  -0.30
P (-3.655, -7.690, -12.034)  0.48
N (-3.900, -7.078, -10.498)  -0.31
C (-2.815, -6.391, -9.822)  -0.12
C (-5.142, -7.102, -9.789)  -0.15
N (-3.885, -9.300, -12.051)  -0.31
C (-5.163, -9.838, -11.575)  -0.09
C (-2.743, -10.201, -12.000)  -0.09
N (-4.964, -7.091, -12.879)  -0.32
C (-5.310, -7.668, -14.172)  -0.10
C (-5.474, -5.754, -12.670)  -0.12
H (-2.822, -5.307, -10.033)  0.08
H (-1.886, -6.717, -10.292)  0.07
H (-2.822, -6.531, -8.743)  0.08
H (-5.974, -7.426, -10.413)  0.07
H (-5.438, -6.108, -9.428)  0.08
H (-5.132, -7.798, -8.942)  0.09
H (-5.423, -10.818, -11.979)  0.07
H (-5.055, -10.036, -10.500)  0.09
H (-5.966, -9.133, -11.747)  0.07
H (-3.092, -11.213, -11.799)  0.08
H (-2.116, -10.052, -12.870)  0.07
H (-2.210, -9.998, -11.056)  0.08
H (-4.831, -7.083, -14.969)  0.08
H (-4.948, -8.690, -14.243)  0.07
H (-6.394, -7.624, -14.310)  0.08
H (-5.108, -5.015, -13.406)  0.08
H (-5.127, -5.357, -11.720)  0.07
H (-6.563, -5.782, -12.789)  0.08
O (-4.891, -12.358, -17.519)  -0.27
P (-4.083, -13.520, -17.128)  0.48
N (-2.677, -13.552, -18.020)  -0.30
C (-1.554, -14.427, -17.753)  -0.14
C (-2.547, -12.707, -19.203)  -0.11
N (-4.879, -14.952, -17.378)  -0.31
C (-4.262, -16.234, -17.165)  -0.13
C (-5.879, -14.976, -18.445)  -0.11
N (-3.503, -13.689, -15.592)  -0.30
C (-2.672, -12.608, -15.052)  -0.10
C (-4.467, -14.106, -14.572)  -0.11
H (-1.535, -15.207, -18.528)  0.08
H (-1.587, -14.942, -16.795)  0.07
H (-0.599, -13.891, -17.755)  0.08
H (-3.261, -13.006, -19.974)  0.08
H (-1.536, -12.824, -19.601)  0.07
H (-2.641, -11.642, -18.985)  0.08
H (-3.606, -16.520, -18.006)  0.08
H (-3.648, -16.186, -16.265)  0.07
H (-4.987, -17.048, -17.091)  0.07
H (-6.637, -15.716, -18.171)  0.06
H (-6.352, -14.006, -18.553)  0.07
H (-5.432, -15.339, -19.383)  0.08
H (-2.397, -12.812, -14.024)  0.08
H (-1.748, -12.529, -15.637)  0.07
H (-3.189, -11.657, -15.223)  0.09
H (-4.919, -13.259, -14.047)  0.09
H (-3.945, -14.596, -13.733)  0.09
H (-5.155, -14.872, -14.902)  0.05
O (-9.397, -16.275, -9.669)  -0.23
P (-9.134, -17.610, -9.152)  0.50
N (-7.802, -18.348, -9.830)  -0.28
C (-6.600, -17.536, -9.911)  -0.11
C (-7.639, -19.739, -10.122)  -0.12
N (-10.420, -18.649, -9.301)  -0.30
C (-11.714, -18.122, -9.730)  -0.11
C (-10.552, -19.805, -8.448)  -0.14
N (-8.739, -17.577, -7.521)  -0.30
C (-9.146, -16.452, -6.699)  -0.11
C (-7.762, -18.428, -6.902)  -0.13
H (-6.833, -16.473, -9.956)  0.08
H (-5.999, -17.811, -10.782)  0.07
H (-5.887, -17.710, -9.085)  0.07
H (-8.027, -20.074, -11.092)  0.07
H (-8.289, -20.334, -9.470)  0.05
H (-6.633, -20.091, -9.899)  0.09
H (-11.552, -17.620, -10.683)  0.07
H (-12.371, -18.975, -9.908)  0.08
H (-12.175, -17.456, -8.999)  0.08
H (-9.596, -20.150, -8.067)  0.04
H (-11.085, -19.580, -7.509)  0.09
H (-11.059, -20.618, -8.968)  0.08
H (-8.360, -16.100, -6.035)  0.08
H (-9.495, -15.621, -7.315)  0.07
H (-10.042, -16.729, -6.118)  0.08
H (-6.737, -18.115, -7.128)  0.07
H (-7.845, -19.471, -7.224)  0.06
H (-7.909, -18.455, -5.821)  0.08
O (-9.630, -16.167, -13.269)  -0.23
P (-9.443, -17.188, -14.296)  0.50
N (-7.923, -17.853, -14.276)  -0.28
C (-6.851, -17.296, -13.450)  -0.08
C (-7.515, -18.848, -15.232)  -0.14
N (-9.769, -16.560, -15.820)  -0.31
C (-9.707, -17.333, -17.035)  -0.14
C (-9.400, -15.162, -15.992)  -0.10
N (-10.420, -18.540, -14.293)  -0.31
C (-10.223, -19.443, -13.155)  -0.10
C (-11.797, -18.411, -14.694)  -0.13
H (-6.023, -17.999, -13.358)  0.08
H (-7.301, -17.040, -12.492)  0.05
H (-6.402, -16.355, -13.787)  0.07
H (-8.343, -19.545, -15.410)  0.07
H (-6.671, -19.448, -14.890)  0.08
H (-7.254, -18.435, -16.215)  0.06
H (-8.716, -17.239, -17.491)  0.06
H (-9.868, -18.389, -16.835)  0.07
H (-10.487, -16.971, -17.709)  0.08
H (-9.631, -14.594, -15.095)  0.08
H (-8.326, -15.068, -16.201)  0.08
H (-9.953, -14.696, -16.814)  0.08
H (-10.423, -18.901, -12.225)  0.07
H (-10.934, -20.264, -13.270)  0.08
H (-9.232, -19.890, -13.110)  0.06
H (-12.446, -18.443, -13.813)  0.08
H (-12.104, -19.237, -15.348)  0.08
H (-11.930, -17.490, -15.253)  0.07